Record 1
{"formula": "C35H57N3O18", "method": "the ωB97M-V functional and the def2-TZVPD basis", "species": ["C", "C", "C", "O", "C", "O", "O", "H", "H", "H", "H", "H", "H", "C", "C", "C", "O", "C", "O", "O", "H", "H", "H", "H", "H", "H", "C", "C", "C", "O", "C", "O", "O", "H", "H", "H", "H", "H", "H", "C", "C", "C", "O", "C", "O", "O", "H", "H", "H", "H", "H", "H", "C", "C", "C", "O", "C", "O", "O", "H", "H", "H", "H", "H", "H", "C", "O", "C", "O", "O", "C", "H", "H", "H", "H", "H", "H", "C", "C", "C", "C", "N", "H", "H", "H", "H", "H", "H", "H", "C", "C", "C", "C", "N", "H", "H", "H", "H", "H", "H", "H", "C", "C", "C", "C", "N", "H", "H", "H", "H", "H", "H", "H"], "positions_angstrom": [[0.12073, 3.15931, 1.35204], [0.42273, 3.14231, -0.09496], [-0.48827, 4.00931, -0.99496], [0.36873, 5.09531, -1.37096], [1.54673, 4.90331, -0.83396], [2.51173, 5.65331, -0.87996], [1.63973, 3.77231, -0.21796], [-0.94127, 3.04731, 1.40404], [0.24273, 4.15131, 1.69804], [0.65273, 2.54431, 2.00604], [0.49073, 2.07531, -0.40496], [-1.34227, 4.32531, -0.47596], [-0.82227, 3.55031, -1.88396], [1.42873, 1.10531, -3.65396], [1.41973, 2.53531, -4.23196], [2.41473, 2.80431, -5.35296], [1.61773, 2.65731, -6.50496], [0.30273, 2.67331, -6.12596], [-0.62327, 2.90331, -6.88096], [0.14773, 2.69731, -4.85696], [2.36273, 0.85331, -3.09796], [1.33273, 0.38131, -4.43496], [0.66373, 0.96631, -2.91796], [1.65173, 3.23731, -3.47496], [3.21673, 2.11631, -5.38896], [2.87073, 3.76131, -5.16896], [2.97273, -0.80469, -0.99096], [3.63473, -0.56569, 0.30304], [3.84773, 0.96131, 0.50304], [3.01773, 1.26731, 1.57104], [2.46473, 0.19031, 2.02504], [1.72073, 0.13431, 2.98104], [2.83373, -0.90869, 1.38304], [2.80273, -1.85969, -1.16596], [3.55273, -0.54869, -1.90196], [2.06473, -0.21969, -1.03596], [4.62873, -1.05569, 0.27304], [3.68473, 1.56331, -0.38196], [4.95073, 1.00031, 0.80204], [-0.08327, -2.92969, 3.98204], [-0.12727, -2.30969, 5.34704], [-0.51627, -3.18869, 6.54204], [0.58273, -3.17569, 7.48404], [1.59473, -2.53669, 6.90804], [2.70873, -2.46969, 7.29204], [1.20973, -1.98569, 5.75804], [0.35373, -2.12169, 3.33404], [-1.07127, -3.02469, 3.68904], [0.56573, -3.78169, 3.83404], [-0.49627, -1.31869, 5.30104], [-0.57527, -4.22069, 6.19804], [-1.48827, -2.88669, 6.73604], [-3.05327, 2.71531, -4.27096], [-3.47327, 1.92031, -3.04096], [-2.35427, 1.11831, -2.33596], [-2.63427, 1.48831, -1.04796], [-3.59227, 2.40831, -0.90496], [-3.81427, 2.99431, 0.16804], [-4.01127, 2.72831, -2.02496], [-2.50727, 2.07731, -5.00596], [-2.41327, 3.51831, -4.05596], [-3.88127, 3.15231, -4.82696], [-4.28427, 1.14531, -3.21596], [-1.32227, 1.33031, -2.60796], [-2.46427, 0.01631, -2.60696], [1.38073, -3.92469, -3.19496], [0.79173, -2.68869, -3.33796], [0.03873, -2.38969, -4.39896], [-0.05727, -3.23269, -5.48896], [-0.66927, -1.29469, -4.26896], [-1.37127, -0.67469, -5.35696], [0.65073, -4.66369, -3.32896], [1.98873, -4.10569, -2.32196], [2.11073, -4.05869, -4.01996], [-1.12127, 0.38531, -5.45996], [-2.45927, -0.72969, -5.22996], [-1.10727, -1.15269, -6.27796], [-3.79227, 2.61931, 3.18804], [-3.25027, 3.10531, 4.49304], [-2.71527, 1.99731, 5.36904], [-1.35127, 1.60331, 4.93404], [-0.29627, 1.27231, 4.64704], [-4.16527, 3.45231, 2.57404], [-4.60627, 1.96631, 3.40204], [-3.03027, 2.02731, 2.73704], [-3.99227, 3.62831, 5.06004], [-2.40027, 3.76631, 4.28404], [-3.34827, 1.13231, 5.42704], [-2.57327, 2.28631, 6.40104], [2.86073, -5.74169, 0.46004], [2.68773, -4.26469, 0.82004], [1.26073, -3.74169, 0.67104], [0.27873, -4.68169, 1.25304], [-0.44427, -5.45469, 1.72804], [2.46273, -5.99769, -0.55296], [2.31673, -6.39369, 1.18604], [3.92073, -6.10969, 0.44704], [3.17973, -3.59469, 0.16104], [3.14173, -4.01369, 1.79704], [0.92473, -3.65669, -0.35796], [1.15173, -2.82069, 1.23804], [-0.66127, -1.26169, -0.31596], [-1.50527, -1.48169, 0.90604], [-1.51927, -0.26969, 1.83604], [-2.33227, -0.66269, 3.02304], [-3.01027, -0.96469, 3.96204], [0.36973, -1.28469, -0.05296], [-0.93527, -0.27069, -0.70596], [-0.83027, -1.97669, -1.11596], [-1.16827, -2.40469, 1.40104], [-2.55727, -1.71669, 0.59104], [-1.96427, 0.60831, 1.36904], [-0.51927, -0.10769, 2.21704]], "forces_ev_per_a": [[-2.14, 1.08, -0.49], [-0.77, -1.64, -0.03], [1.21, -0.46, 0.37], [-1.45, 0.36, -0.30], [3.84, 2.95, -0.27], [-1.88, -0.67, -0.49], [2.05, -1.73, 0.14], [-0.92, -0.76, 0.63], [0.38, 1.32, 0.44], [0.83, -1.39, 0.65], [0.06, 0.62, -0.37], [-1.12, 0.90, 0.87], [-0.19, -0.79, -1.12], [1.63, 0.72, 0.49], [0.89, -2.34, 0.59], [-0.59, -0.40, 0.75], [-0.71, 0.00, -0.39], [-1.16, 2.59, -4.31], [1.35, -1.34, 0.53], [0.29, 0.09, 3.18], [-0.42, 0.52, -0.62], [-0.21, -0.47, -0.54], [-0.71, -0.03, 0.22], [-0.73, 0.94, 0.96], [0.73, -1.02, -0.02], [-0.17, 0.87, -0.78], [-0.27, -0.61, -1.73], [1.89, 1.27, -1.65], [3.33, -1.42, 0.00], [0.19, 2.11, -0.42], [-2.50, -1.26, 3.90], [0.79, 0.31, -1.52], [0.15, -1.32, -0.34], [-0.61, -0.31, 0.19], [0.20, 0.31, 0.85], [-0.52, -0.14, -0.13], [-0.66, -0.12, 0.71], [-0.33, 0.21, 0.06], [-1.46, 0.87, -0.18], [1.87, 2.13, -0.21], [2.71, -0.55, 1.07], [1.13, -1.47, -2.19], [-1.95, 0.17, 0.33], [-0.02, 0.46, -1.35], [0.92, -0.11, 1.04], [1.33, 0.30, -0.72], [-0.32, -0.57, 0.41], [-1.93, -0.92, -0.91], [-0.27, -0.49, 0.47], [-1.62, 0.61, -0.01], [-0.10, -0.12, 0.01], [-1.63, 0.61, 2.22], [-0.84, -1.48, -0.96], [-0.44, -1.90, -2.10], [-0.78, -0.79, -2.27], [1.35, -1.80, 3.36], [1.78, 1.86, 6.17], [0.30, -2.06, -2.72], [-2.51, 2.28, -3.84], [-0.44, 0.30, 0.69], [1.06, 1.02, 0.70], [-0.28, -0.17, 0.20], [0.78, 1.07, -0.50], [0.02, 0.61, 0.02], [-0.10, 1.17, 1.00], [2.11, -1.34, -2.44], [-1.43, 3.32, 0.42], [-0.60, -6.03, -6.23], [0.74, 4.98, 6.22], [0.54, 0.58, 1.17], [-0.30, -0.05, -0.63], [-1.00, -1.30, 0.06], [-0.44, 0.85, 0.79], [-0.42, -0.07, 0.19], [0.35, -0.21, 0.54], [0.33, -0.33, 0.33], [0.11, -0.45, -0.46], [-0.50, 0.71, 0.34], [0.80, 0.49, 0.18], [1.39, -0.19, 0.19], [-1.49, -0.15, 0.46], [0.71, -0.03, -0.24], [0.43, -0.51, -0.02], [-0.85, -0.64, -0.07], [0.47, -0.21, -0.97], [-0.46, 0.57, 0.25], [-0.30, 0.29, 0.24], [-0.30, -0.57, -0.35], [-0.08, 0.49, 0.34], [0.25, -1.01, -0.22], [0.12, -0.21, 0.25], [-0.96, -1.22, 1.29], [-0.69, -0.97, 0.76], [0.81, 0.98, -0.68], [0.11, 0.36, 0.69], [0.34, 0.56, -0.53], [-0.81, 0.66, 0.17], [1.18, 0.26, -0.92], [-0.63, -0.33, -0.19], [0.36, 0.43, -0.23], [0.02, 0.27, -0.35], [-0.77, 0.93, -0.48], [-1.39, -1.09, -0.56], [-0.58, -1.46, 1.01], [-2.81, -0.64, 3.60], [2.97, 1.17, -4.15], [0.88, 0.20, 0.05], [0.42, -0.17, -0.12], [-0.06, -0.22, 0.02], [-0.13, 0.45, 0.25], [0.76, 0.29, 0.28], [0.17, 0.04, -0.01], [0.34, 0.55, 0.05]], "lowdin_charge": [0.0109, -0.3162, -0.0307, 0.1178, -0.6259, 0.1257, 0.0997, 0.0784, 0.1014, 0.0621, 0.1527, 0.1207, 0.1025, 0.0097, -0.2547, -0.0870, 0.0950, -0.5921, 0.1394, 0.0966, 0.0822, 0.0828, 0.0524, 0.1350, 0.1262, 0.1360, -0.0401, -0.3407, -0.0807, 0.1198, -0.5877, 0.1188, 0.1061, 0.0678, 0.1049, 0.0713, 0.1651, 0.1288, 0.1603, -0.0274, -0.2958, -0.0513, 0.0982, -0.6164, 0.1625, 0.0716, 0.0848, 0.0483, 0.0877, 0.1057, 0.1352, 0.1098, 0.0079, -0.2653, -0.1364, 0.0437, -0.5997, 0.1097, 0.1612, 0.0782, 0.0661, 0.0946, 0.1778, 0.0993, 0.1479, -0.0624, -0.0158, -0.4424, -0.0266, -0.0178, -0.0007, 0.0911, 0.0759, 0.1179, 0.0704, 0.1091, 0.0935, -0.1061, -0.2625, -0.1818, -0.2096, 0.1931, 0.0806, 0.0748, 0.0320, 0.1036, 0.1153, 0.0907, 0.1148, -0.1007, -0.2443, -0.1958, -0.2468, 0.1695, 0.0779, 0.0819, 0.0846, 0.0651, 0.1302, 0.0942, 0.0835, -0.0930, -0.2404, -0.1550, -0.2027, 0.1727, 0.0319, 0.0573, 0.0808, 0.0820, 0.1368, 0.0983, 0.0832], "homo_lumo_gap_ev": 10.1, "total_charge": 0, "smiles": "C[C@H]1COC(=O)O1.C[C@H]1COC(=O)O1.C[C@H]1COC(=O)O1.C[C@H]1COC(=O)O1.C[C@H]1COC(=O)O1.COC(=O)OC.CCCC#N.CCCC#N.CCCC#N"}

Record 2
{"formula": "C4H11OS", "method": "the ωB97M-V functional and the def2-TZVPD basis", "species": ["C", "C", "S", "H", "H", "H", "H", "H", "H", "C", "O", "C", "H", "H", "H", "H", "H"], "positions_angstrom": [[-2.10145, 1.97774, -1.33570], [-2.01410, 0.91403, -0.24942], [-1.10397, -0.59811, -0.76324], [-2.23152, 1.57142, -2.34215], [-1.13708, 2.48005, -1.49778], [-2.89716, 2.69997, -1.13118], [-1.49297, 1.24391, 0.64751], [-3.03940, 0.64003, 0.00695], [-0.05214, -1.38342, 1.16065], [1.72572, -0.68556, 1.18304], [0.64941, -1.30768, 1.85726], [2.29519, -1.61314, 0.11281], [2.49064, -0.61284, 1.96458], [1.50782, 0.30527, 0.79644], [3.15944, -1.22051, -0.42762], [1.56009, -1.92168, -0.62584], [2.68145, -2.48948, 0.64369]], "forces_ev_per_a": [[0.83, 0.23, -0.41], [0.09, -0.78, -0.44], [-0.14, 0.01, -0.20], [-0.57, -0.46, 0.22], [-0.12, 0.24, 0.54], [0.11, 0.20, -0.04], [-0.25, 0.50, 0.07], [0.01, -0.06, 0.24], [-0.05, 0.29, 0.24], [0.77, -0.83, 0.46], [-0.40, 0.12, -0.62], [0.43, -0.31, 0.19], [0.12, 0.41, -0.09], [-0.36, 0.13, -0.11], [-0.04, 0.42, 0.02], [-0.20, 0.09, 0.07], [-0.22, -0.19, -0.15]], "lowdin_charge": [-0.2513, -0.7780, 0.2355, 0.0376, 0.0498, 0.0451, 0.0250, 0.0225, -0.0398, -0.3899, -0.1651, -0.1247, 0.0945, 0.0835, 0.0579, 0.0361, 0.0614], "homo_lumo_gap_ev": 6.8, "total_charge": -1}

Record 3
{"formula": "C7H9N2O", "method": "the ωB97M-V functional and the def2-TZVPD basis", "species": ["C", "C", "C", "C", "C", "N", "C", "C", "N", "O", "H", "H", "H", "H", "H", "H", "H", "H", "H"], "positions_angstrom": [[2.79675, -0.02819, 0.65213], [1.49750, -0.23750, -0.10897], [0.54080, 0.95356, -0.04157], [-0.89615, 0.48648, -0.29801], [-1.33513, -0.78689, -0.04797], [-2.61009, -0.97523, -0.06796], [-3.15048, 0.25306, -0.43598], [-2.13393, 1.19629, -0.46629], [0.98522, -1.44527, 0.36646], [1.49297, -2.47890, 0.64011], [2.57841, 0.32347, 1.65964], [3.29608, 0.65694, 0.00252], [3.21988, -0.97862, 0.68951], [1.69369, -0.49218, -1.21265], [0.87132, 1.59056, -0.78981], [0.63171, 1.48140, 1.03047], [-2.97708, -1.87532, -0.08883], [-4.21922, 0.18725, -0.52233], [-2.28223, 2.16909, -0.96046]], "forces_ev_per_a": [[-1.17, 0.89, -0.39], [0.98, 0.79, -1.27], [-1.61, -1.03, 3.02], [0.64, -0.16, 1.49], [4.44, 1.27, -0.55], [-0.36, 0.61, 0.39], [-0.03, -0.45, 0.96], [-0.75, -0.36, -1.96], [-2.93, -3.85, 0.98], [-0.88, 2.92, -0.82], [0.24, 0.27, -0.16], [1.05, 0.57, 0.31], [1.57, -1.24, 0.12], [-0.14, 0.25, 1.25], [0.50, 1.60, -1.23], [-0.19, -1.11, -2.45], [-1.45, -1.43, -0.07], [-0.16, 0.83, -0.46], [0.25, -0.36, 0.85]], "lowdin_charge": [0.0131, -0.3554, -0.0666, -0.1944, 0.0608, 0.0744, -0.0396, -0.0059, 0.0711, 0.2355, 0.1113, 0.1039, 0.0641, 0.2231, 0.1024, 0.1872, 0.1523, 0.1318, 0.1311], "homo_lumo_gap_ev": [6.5, 6.3], "total_charge": 1, "smiles": "C[C@H](CC1=C=[NH+]C=C1)N=O"}

Number 1 is which compound? C35H57N3O18